C3H8ClNS | the ωB97M-V functional and the def2-TZVPD basis

The LUMO energy is 0.44 eV. The HOMO-LUMO gap comes out at 9.43 eV. For the energy above the lowest of the compared OMol25 structures with the same formula, charge and spin, the calculation gives 99.7 kJ/mol.

ORCA input file:
```
! wB97M-V def2-TZVPD RIJCOSX def2/J DEFGRID3
* xyz 0 1
C 1.085 -0.721 0.389
C 1.139 1.713 -0.170
C -0.899 0.295 -0.128
N 0.396 0.530 -0.039
S -2.040 1.447 -0.325
Cl -3.766 -1.072 0.428
H 1.034 -0.708 1.600
H 0.644 -1.606 -0.089
H 2.145 -0.620 0.170
H 0.469 2.402 -0.612
H 1.565 2.047 0.717
H 2.030 1.397 -0.723
H -1.197 -0.770 0.197
H -3.239 0.112 -0.203
*
```

Taken from the natural (NBO) analysis, the atomic charges in e are:
1 C -0.4153
2 C -0.4115
3 C -0.0470
4 N -0.3630
5 S -0.0784
6 Cl -0.4620
7 H 0.2061
8 H 0.2288
9 H 0.2069
10 H 0.2416
11 H 0.2074
12 H 0.2041
13 H 0.2380
14 H 0.2443

---

NO6S2 | the ωB97M-V functional and the def2-TZVPD basis

Its expectation value of S² is 2.0083. The LUMO energy (alpha / beta) is 3.76 / 1.58 eV. The HOMO-LUMO gap (alpha / beta) comes out at 8.91 / 7.30 eV.

ORCA input file:
```
! wB97M-V def2-TZVPD RIJCOSX def2/J DEFGRID3
* xyz -1 3
N -0.671 -0.940 -0.974
O -1.056 0.032 1.511
O -1.582 -1.778 -0.935
O 2.047 0.066 1.525
O 2.606 0.069 -0.820
O 0.244 1.219 -0.233
O -2.170 1.069 -0.393
S 1.569 -0.171 0.198
S -0.986 0.434 0.121
*
```

Taken from the natural (NBO) analysis, the atomic charges in e are:
1 N -0.2074
2 O -0.9040
3 O -0.2152
4 O -0.9425
5 O -0.9625
6 O -0.9248
7 O -0.9332
8 S 1.6982
9 S 2.3916

---

C7H14N | the ωB97M-V functional and the def2-TZVPD basis

As for the structure (SMILES): C[C@H]([NH3+])[C@H](C)C1C=C1. The LUMO energy is -3.19 eV. The HOMO-LUMO gap comes out at 10.49 eV. For the energy above the lowest of the compared OMol25 structures with the same formula, charge and spin, the calculation gives 287.0 kJ/mol.

ORCA input file:
```
! wB97M-V def2-TZVPD RIJCOSX def2/J DEFGRID3
* xyz 1 1
C -1.566 -0.701 -2.192
C -1.045 -1.619 -1.487
C -1.292 -0.259 -0.802
C -0.823 1.983 0.299
C 1.914 -0.769 -0.224
C -0.214 0.792 -0.498
C 0.870 0.202 0.392
N 0.140 -0.616 1.361
H -1.870 -0.366 -3.241
H -0.940 -2.712 -1.424
H -2.125 -0.154 -0.241
H -1.100 1.641 1.281
H 0.037 2.582 0.422
H -1.591 2.383 -0.264
H 1.382 -1.639 -0.582
H 2.628 -1.140 0.472
H 2.390 -0.212 -0.946
H 0.161 1.176 -1.505
H 1.488 1.009 0.751
H 0.752 -1.124 2.039
H -0.209 -1.389 0.655
H -0.701 -0.133 1.696
*
```

Taken from the natural (NBO) analysis, the atomic charges in e are:
1 C -0.1212
2 C -0.2506
3 C -0.2996
4 C -0.5780
5 C -0.6090
6 C -0.2497
7 C -0.0539
8 N -0.7230
9 H 0.2665
10 H 0.2595
11 H 0.1866
12 H 0.1721
13 H 0.2226
14 H 0.2380
15 H 0.2052
16 H 0.2251
17 H 0.2434
18 H 0.2496
19 H 0.2347
20 H 0.4566
21 H 0.4767
22 H 0.4485

---

C38H47GeN3PSTi | the ωB97M-V functional and the def2-TZVPD basis

Its expectation value of S² is 0.7557. The LUMO energy (alpha / beta) is -12.38 / -12.08 eV. The HOMO-LUMO gap (alpha / beta) comes out at 6.43 / 6.73 eV. For the energy above the lowest of the compared OMol25 structures with the same formula, charge and spin, the calculation gives 73.7 kJ/mol.

ORCA input file:
```
! wB97M-V def2-TZVPD RIJCOSX def2/J DEFGRID3
* xyz 4 2
Ti -0.550 -1.081 0.827
C -0.460 -1.849 -3.779
C -1.089 -1.978 -2.434
C -1.369 -3.243 -1.897
C -2.122 -3.384 -0.738
C -2.627 -2.264 -0.077
C -2.324 -0.979 -0.573
C -1.531 -0.852 -1.732
H 0.022 -0.884 -3.918
H -1.236 -1.947 -4.545
H 0.263 -2.642 -3.964
H -1.075 -4.123 -2.456
H -2.414 -4.375 -0.414
H -3.382 -2.381 0.691
H -2.894 -0.121 -0.217
H -1.402 0.126 -2.184
N -1.885 -0.358 4.543
C -2.580 -1.560 4.554
C -3.437 -2.118 5.494
C -3.926 -3.376 5.209
C -3.545 -4.066 4.048
C -2.706 -3.505 3.106
C -2.241 -2.214 3.355
N -1.379 -1.380 2.638
C -1.182 -0.293 3.411
C -0.157 0.657 3.035
C 0.335 1.732 3.712
S 1.712 2.354 2.919
C 1.541 1.180 1.702
N 0.534 0.354 1.871
H -1.888 0.311 5.301
H -3.698 -1.602 6.407
H -4.609 -3.849 5.901
H -3.921 -5.069 3.901
H -2.391 -4.061 2.233
H -0.047 2.175 4.618
H 2.238 1.113 0.879
C 1.193 -4.540 0.517
P 1.226 -2.733 0.312
C 1.995 -2.364 -1.280
C 2.048 -1.019 -1.660
C 2.728 -0.651 -2.807
C 3.327 -1.626 -3.599
C 3.239 -2.965 -3.246
C 2.576 -3.340 -2.084
C 2.442 -2.171 1.552
C 2.001 -2.114 2.880
C 2.869 -1.706 3.878
C 4.171 -1.338 3.556
C 4.615 -1.410 2.242
C 3.754 -1.827 1.235
H 2.224 -4.897 0.520
H 0.643 -5.029 -0.287
H 0.732 -4.792 1.473
H 1.547 -0.273 -1.031
H 2.804 0.389 -3.093
H 3.856 -1.337 -4.496
H 3.696 -3.721 -3.869
H 2.526 -4.385 -1.810
H 0.995 -2.448 3.129
H 2.551 -1.697 4.912
H 4.847 -1.019 4.337
H 5.639 -1.159 2.003
H 4.110 -1.906 0.216
C -1.850 4.936 -4.371
C -2.374 5.350 -3.000
C -3.413 4.395 -2.408
C -2.834 3.049 -2.046
Ge -1.260 3.334 -0.718
C -0.069 4.678 0.274
C 1.318 4.663 -0.357
C 1.347 3.824 -1.643
C 2.732 3.613 -2.233
H -1.240 5.730 -4.797
H -2.679 4.762 -5.056
H -1.238 4.031 -4.329
H -2.812 6.344 -3.076
H -1.527 5.427 -2.288
H -4.198 4.224 -3.153
H -3.899 4.854 -1.544
H -2.369 2.541 -2.895
H -3.527 2.380 -1.531
H -0.894 1.640 -0.016
H -0.083 4.419 1.332
H -0.583 5.632 0.145
H 2.054 4.277 0.349
H 1.610 5.684 -0.608
H 0.708 4.311 -2.392
H 0.901 2.826 -1.401
H 3.413 3.171 -1.507
H 3.147 4.568 -2.551
H 2.685 2.969 -3.109
*
```

Taken from the Löwdin analysis, the atomic charges in e are:
1 Ti 0.9803
2 C 0.0011
3 C -0.2323
4 C 0.0191
5 C -0.0216
6 C -0.1186
7 C -0.2274
8 C -0.0617
9 H 0.0887
10 H 0.1235
11 H 0.0963
12 H 0.1506
13 H 0.1408
14 H 0.1285
15 H 0.1274
16 H 0.1122
17 N 0.2413
18 C -0.1430
19 C 0.0381
20 C -0.0090
21 C -0.0166
22 C -0.0089
23 C -0.1903
24 N 0.0198
25 C -0.2353
26 C -0.2978
27 C -0.2503
28 S 1.1805
29 C -0.4058
30 N -0.1166
31 H 0.1994
32 H 0.1371
33 H 0.1354
34 H 0.1314
35 H 0.1071
36 H 0.1099
37 H 0.1014
38 C -0.1795
39 P 0.9653
40 C -0.4003
41 C -0.1356
42 C -0.0565
43 C -0.0196
44 C -0.0204
45 C -0.0524
46 C -0.3809
47 C -0.1270
48 C -0.0463
49 C -0.0268
50 C -0.0281
51 C -0.0571
52 H 0.0829
53 H 0.0579
54 H 0.0647
55 H 0.0787
56 H 0.1054
57 H 0.1317
58 H 0.1334
59 H 0.1151
60 H 0.0968
61 H 0.1232
62 H 0.1290
63 H 0.1284
64 H 0.1163
65 C -0.0834
66 C -0.2665
67 C -0.2824
68 C -0.2646
69 Ge 1.3193
70 C -0.2579
71 C -0.2521
72 C -0.3129
73 C -0.0624
74 H 0.0917
75 H 0.0948
76 H 0.0610
77 H 0.1291
78 H 0.0666
79 H 0.1401
80 H 0.1213
81 H 0.0689
82 H 0.0709
83 H -0.0148
84 H 0.0514
85 H 0.0811
86 H 0.1032
87 H 0.1396
88 H 0.1068
89 H 0.0530
90 H 0.0843
91 H 0.1041
92 H 0.0771

---

C4H8N2O | the ωB97M-V functional and the def2-TZVPD basis

As for the structure (SMILES): CN[C@H](C#N)CO. The LUMO energy is 0.64 eV. The HOMO-LUMO gap comes out at 9.93 eV. For the energy above the lowest of the compared OMol25 structures with the same formula, charge and spin, the calculation gives 194.5 kJ/mol.

ORCA input file:
```
! wB97M-V def2-TZVPD RIJCOSX def2/J DEFGRID3
* xyz 0 1
C -1.873 0.163 0.767
N -0.518 0.664 0.610
C 0.235 0.261 -0.571
C 1.567 -0.409 -0.179
O 2.269 0.370 0.760
C -0.484 -0.667 -1.466
N -1.009 -1.405 -2.185
H -1.957 -0.934 0.834
H -2.296 0.600 1.676
H -2.489 0.494 -0.074
H 0.049 0.484 1.431
H 0.461 1.151 -1.183
H 2.162 -0.613 -1.079
H 1.358 -1.362 0.317
H 2.525 1.202 0.341
*
```

Taken from the natural (NBO) analysis, the atomic charges in e are:
1 C -0.4184
2 N -0.6202
3 C -0.1735
4 C -0.0562
5 O -0.7073
6 C 0.2687
7 N -0.3123
8 H 0.1763
9 H 0.2097
10 H 0.2019
11 H 0.3786
12 H 0.2140
13 H 0.1783
14 H 0.1901
15 H 0.4702

---

C31H48DyN8O3P | the ωB97M-V functional and the def2-TZVPD basis

Its expectation value of S² is 9.3363. The LUMO energy (alpha / beta) is -0.04 / -0.04 eV. The HOMO-LUMO gap (alpha / beta) comes out at 6.84 / 6.85 eV. For the energy above the lowest of the compared OMol25 structures with the same formula, charge and spin, the calculation gives 0.0 kJ/mol.

ORCA input file:
```
! wB97M-V def2-TZVPD RIJCOSX def2/J DEFGRID3
* xyz 0 6
Dy 1.212 1.676 -0.003
O -1.913 3.270 3.773
C -2.926 3.662 2.923
C -4.199 3.844 3.485
C -5.205 4.476 2.710
C -4.898 4.946 1.429
C -3.622 4.766 0.936
C -2.649 3.984 1.614
C -1.452 3.415 0.855
O -0.616 2.584 1.321
N -1.409 3.854 -0.401
N -0.376 3.341 -1.109
C -0.457 3.544 -2.419
C 0.604 3.280 -3.356
C 0.351 3.327 -4.749
C 1.409 3.253 -5.616
C 2.730 3.085 -5.150
C 2.948 2.709 -3.846
C 1.904 2.904 -2.912
O 2.197 2.652 -1.629
H -1.241 2.885 3.228
H -4.443 3.457 4.493
H -6.206 4.562 3.132
H -5.635 5.398 0.750
H -3.406 5.088 -0.064
H -1.399 4.034 -2.748
H -0.671 3.384 -5.117
H 1.249 3.364 -6.732
H 3.510 3.221 -5.878
H 3.906 2.309 -3.450
N 2.541 3.571 1.147
C 4.000 3.276 1.045
C 4.305 1.827 1.429
N 3.431 0.873 0.707
H 2.291 4.281 0.468
H 2.296 4.028 2.042
H 4.547 3.936 1.775
H 4.308 3.518 0.014
H 4.055 1.699 2.519
H 5.362 1.666 1.189
H 3.370 -0.050 1.230
H 3.843 0.545 -0.145
N 0.518 -0.352 -0.237
P -0.077 -1.750 0.052
N -1.483 -2.110 -0.889
C -1.773 -1.178 -2.010
C -2.124 -1.873 -3.328
C -3.181 -2.995 -3.142
C -2.619 -3.947 -2.036
C -2.270 -3.344 -0.699
N -0.649 -2.084 1.621
C 0.194 -2.647 2.698
C 0.151 -1.826 3.956
C -1.249 -1.393 4.475
C -2.168 -0.999 3.332
C -2.042 -1.849 2.061
N 1.156 -2.860 -0.223
C 1.069 -4.308 0.094
C 2.411 -4.934 0.467
C 3.566 -4.663 -0.481
C 3.606 -3.127 -0.722
C 2.258 -2.521 -1.163
H -0.877 -0.587 -2.199
H -2.593 -0.537 -1.668
H -1.222 -2.352 -3.711
H -2.425 -1.158 -4.073
H -3.330 -3.500 -4.128
H -4.157 -2.579 -2.873
H -1.763 -4.473 -2.518
H -3.373 -4.722 -1.815
H -1.673 -4.012 -0.023
H -3.170 -3.189 -0.058
H 1.230 -2.803 2.349
H -0.236 -3.661 2.914
H 0.744 -0.939 3.766
H 0.626 -2.331 4.787
H -1.097 -0.577 5.161
H -1.737 -2.156 5.087
H -1.976 0.075 3.070
H -3.224 -0.951 3.656
H -2.586 -1.364 1.256
H -2.491 -2.847 2.259
H 0.657 -4.849 -0.794
H 0.338 -4.457 0.882
H 2.274 -6.014 0.635
H 2.649 -4.549 1.462
H 3.449 -5.192 -1.419
H 4.550 -5.045 -0.076
H 4.311 -2.825 -1.461
H 3.957 -2.655 0.178
H 1.975 -2.995 -2.142
H 2.228 -1.442 -1.219
*
```

Taken from the Löwdin analysis, the atomic charges in e are:
1 Dy 1.5230
2 O 0.0493
3 C -0.2742
4 C -0.0111
5 C -0.0845
6 C -0.1047
7 C -0.0364
8 C -0.0716
9 C -0.4404
10 O -0.1971
11 N 0.0145
12 N -0.1000
13 C -0.0583
14 C -0.1613
15 C -0.0584
16 C -0.1197
17 C -0.0969
18 C -0.0287
19 C -0.3324
20 O -0.3265
21 H 0.0490
22 H 0.1191
23 H 0.0965
24 H 0.1041
25 H 0.0939
26 H 0.1310
27 H 0.1119
28 H 0.1164
29 H 0.0936
30 H 0.1201
31 N -0.0719
32 C -0.2486
33 C -0.2379
34 N -0.0971
35 H 0.0767
36 H 0.1067
37 H 0.1263
38 H 0.1169
39 H 0.1329
40 H 0.1160
41 H 0.1156
42 H 0.0726
43 N -0.4464
44 P 0.5711
45 N -0.2055
46 C -0.2091
47 C -0.1924
48 C -0.1862
49 C -0.1960
50 C -0.2284
51 N -0.2003
52 C -0.2257
53 C -0.1836
54 C -0.1899
55 C -0.1842
56 C -0.2050
57 N -0.2171
58 C -0.2197
59 C -0.2038
60 C -0.1910
61 C -0.1833
62 C -0.1958
63 H 0.0812
64 H 0.1168
65 H 0.1055
66 H 0.0987
67 H 0.1115
68 H 0.1026
69 H 0.1145
70 H 0.1060
71 H 0.1068
72 H 0.1074
73 H 0.1047
74 H 0.1238
75 H 0.1031
76 H 0.1040
77 H 0.0985
78 H 0.1057
79 H 0.1159
80 H 0.1161
81 H 0.1070
82 H 0.1186
83 H 0.1216
84 H 0.0815
85 H 0.1154
86 H 0.1024
87 H 0.1003
88 H 0.1233
89 H 0.0911
90 H 0.0910
91 H 0.1298
92 H 0.0592

---

Calculated values (g mol⁻¹) of molecular weight for the records, taken in order: 125.62; 174.14; 112.20; 729.33; 100.12; 774.25.
Calculated values (eV/Å) of max |F| for the records, taken in order: 4.50; 4.29; 3.50; 2.29; 1.10; 2.66.